# 1
The molecule C9H8N2 in a non-equilibrium geometry. Source: the Open Molecules 2025 dataset; level of theory: wB97M-V/def2-TZVPD.

Output
M	144.2	g/mol
ΔE to the lowest compared entry with this formula, charge and spin	1.664	eV
HOMO energy	-8.92	eV
E_LUMO	-0.111	eV
SMILES string	Cc1cnnc2ccccc12
orbital gap	8.81	eV

Each line ends with the natural charge from an NBO analysis.
CARTESIAN COORDINATES (ANGSTROEM)
C: 1.551 -0.904 -1.861  -0.649
C: 0.365 -0.030 -1.377  0.028
C: -0.487 0.594 -2.276  -0.062
C: -0.993 0.867 0.303  0.078
C: -1.404 0.978 1.641  -0.153
C: -0.802 0.279 2.708  -0.211
C: 0.198 -0.700 2.311  -0.182
C: 0.636 -0.749 0.998  -0.205
C: -0.015 -0.008 -0.010  -0.086
H: 1.331 -1.952 -1.630  0.226
H: 1.822 -0.762 -2.937  0.231
H: 2.498 -0.618 -1.332  0.226
H: -0.385 0.602 -3.380  0.213
H: -2.207 1.670 1.793  0.227
H: -1.085 0.398 3.703  0.219
H: 0.655 -1.345 3.113  0.221
H: 1.362 -1.518 0.644  0.219
N: -1.442 1.522 -1.834  -0.165
N: -1.596 1.677 -0.576  -0.174

=====

# 2
The molecule C49H54F2N8O6. Source: the Open Molecules 2025 dataset; level of theory: wB97M-V/def2-TZVPD.

Output
M	889.0	g/mol
ΔE to the lowest compared entry with this formula, charge and spin	0.000	eV
HOMO energy	-7.38	eV
E_LUMO	0.407	eV
orbital gap	7.79	eV

Each line ends with the natural charge from an NBO analysis.
CARTESIAN COORDINATES (ANGSTROEM)
C: -15.860 0.378 -1.317  -0.254
H: -15.369 1.258 -1.738  0.192
H: -16.590 -0.023 -2.015  0.195
H: -16.341 0.658 -0.378  0.190
O: -14.916 -0.660 -1.100  -0.517
C: -13.892 -0.346 -0.277  0.892
O: -13.736 0.738 0.233  -0.665
N: -13.097 -1.422 -0.073  -0.619
H: -13.197 -2.203 -0.705  0.414
C: -11.821 -1.275 0.600  -0.139
H: -11.955 -0.491 1.346  0.233
C: -10.791 -0.877 -0.464  0.703
O: -10.509 -1.665 -1.363  -0.697
N: -10.264 0.347 -0.400  -0.407
C: -10.500 1.366 0.609  -0.222
C: -9.570 2.496 0.211  -0.060
C: -9.614 3.831 0.880  -0.415
C: -8.447 2.916 1.107  -0.400
H: -7.501 3.158 0.651  0.227
H: -8.353 2.438 2.071  0.211
H: -9.467 4.709 0.270  0.217
H: -10.320 3.974 1.685  0.215
C: -9.357 2.340 -1.280  -0.391
H: -8.412 2.763 -1.610  0.246
C: -9.369 0.826 -1.463  -0.074
C: -8.009 0.227 -1.301  0.338
N: -6.906 0.851 -0.989  -0.477
C: -5.925 -0.104 -0.936  0.039
C: -6.479 -1.333 -1.228  -0.074
N: -7.799 -1.106 -1.462  -0.518
H: -8.532 -1.770 -1.679  0.456
H: -6.053 -2.312 -1.291  0.215
C: -4.555 0.240 -0.614  0.032
C: -4.220 1.575 -0.382  -0.206
C: -2.928 1.959 -0.071  -0.211
C: -1.946 0.986 0.010  0.024
C: -2.283 -0.357 -0.222  -0.114
C: -3.561 -0.745 -0.532  -0.177
H: -3.793 -1.784 -0.705  0.216
C: -1.050 -1.218 -0.073  0.677
F: -1.198 -2.180 0.892  -0.338
F: -0.766 -1.927 -1.210  -0.337
C: 0.029 -0.219 0.271  -0.128
C: 1.359 -0.448 0.522  -0.121
C: 2.184 0.642 0.821  -0.048
C: 1.635 1.923 0.855  -0.176
C: 0.291 2.150 0.606  -0.227
C: -0.524 1.071 0.312  0.031
H: -0.111 3.151 0.645  0.213
H: 2.275 2.757 1.102  0.216
C: 3.613 0.435 1.099  -0.071
C: 4.557 1.318 0.593  -0.209
C: 5.894 1.082 0.878  0.164
N: 7.017 1.777 0.503  -0.502
C: 8.018 1.138 1.039  0.389
N: 7.635 0.048 1.766  -0.541
C: 6.273 -0.026 1.675  0.090
C: 5.333 -0.907 2.186  -0.220
C: 4.011 -0.662 1.883  -0.209
H: 3.251 -1.317 2.280  0.215
H: 5.624 -1.748 2.796  0.216
H: 8.288 -0.595 2.195  0.456
C: 9.458 1.523 0.921  -0.087
N: 10.211 0.545 0.117  -0.420
C: 10.502 -0.670 0.589  0.705
O: 10.132 -1.041 1.697  -0.685
C: 11.337 -1.584 -0.320  -0.142
N: 12.724 -1.186 -0.199  -0.629
C: 13.463 -0.786 -1.255  0.894
O: 13.043 -0.605 -2.371  -0.660
O: 14.748 -0.582 -0.879  -0.523
C: 15.611 -0.119 -1.907  -0.253
H: 15.295 0.867 -2.253  0.189
H: 16.603 -0.068 -1.466  0.196
H: 15.601 -0.809 -2.753  0.195
H: 13.189 -1.344 0.681  0.413
H: 11.063 -1.434 -1.368  0.243
C: 11.121 -3.062 0.049  -0.205
C: 12.109 -3.953 -0.698  -0.611
H: 11.914 -4.997 -0.470  0.214
H: 13.136 -3.729 -0.419  0.208
H: 12.008 -3.809 -1.772  0.207
C: 9.687 -3.464 -0.286  -0.610
H: 9.501 -3.357 -1.353  0.202
H: 8.976 -2.844 0.254  0.219
H: 9.514 -4.501 -0.009  0.215
H: 11.273 -3.168 1.128  0.215
C: 10.730 1.249 -1.047  -0.047
H: 11.011 0.587 -1.862  0.248
C: 9.614 2.255 -1.309  -0.408
H: 9.875 2.989 -2.065  0.215
H: 8.660 1.791 -1.549  0.237
C: 9.654 2.811 0.114  -0.212
H: 8.919 3.571 0.358  0.249
C: 11.119 3.242 0.246  -0.411
H: 11.437 3.287 1.287  0.209
H: 11.265 4.227 -0.194  0.215
C: 11.870 2.155 -0.550  -0.423
H: 12.576 1.600 0.067  0.213
H: 12.413 2.571 -1.397  0.217
H: 9.890 1.572 1.929  0.226
H: 4.271 2.151 -0.029  0.220
H: 1.764 -1.447 0.468  0.218
H: -2.691 2.998 0.104  0.210
H: -5.008 2.308 -0.454  0.231
H: -9.782 0.505 -2.428  0.233
H: -10.180 2.797 -1.834  0.213
H: -10.263 0.988 1.607  0.203
H: -11.551 1.680 0.583  0.234
C: -11.396 -2.588 1.271  -0.200
C: -10.059 -2.390 1.982  -0.611
H: -10.154 -1.649 2.773  0.202
H: -9.292 -2.057 1.286  0.214
H: -9.730 -3.325 2.428  0.219
C: -12.463 -3.060 2.254  -0.609
H: -12.171 -4.009 2.696  0.213
H: -13.419 -3.189 1.755  0.217
H: -12.588 -2.332 3.053  0.203
H: -11.270 -3.336 0.482  0.212

=====

# 3
An isolated ion of composition C4H10NO2S and charge -1 in a non-equilibrium geometry. Source: the Open Molecules 2025 dataset; level of theory: wB97M-V/def2-TZVPD.

Output
M	136.2	g/mol
ΔE to the lowest compared entry with this formula, charge and spin	5.159	eV
HOMO energy	-3.01	eV
charge	-1
E_LUMO	3.868	eV
SMILES string	CN[S@@](=O)([O-])=C(C)C
orbital gap	6.88	eV

Each line ends with the natural charge from an NBO analysis.
CARTESIAN COORDINATES (ANGSTROEM)
C: -0.529 0.902 -0.507  -0.333
C: -1.986 0.280 -0.528  -0.743
C: -0.073 1.086 -1.916  -0.718
C: 0.889 -0.423 2.389  -0.433
N: 1.664 -0.611 1.223  -0.845
O: 1.641 -1.242 -1.239  -1.004
O: -0.132 -2.091 0.157  -1.033
S: 0.701 -0.890 -0.188  1.972
H: -1.814 -0.706 -0.155  0.254
H: -2.536 0.948 0.256  0.197
H: -2.349 0.208 -1.599  0.168
H: 1.064 1.359 -1.824  0.203
H: -0.291 0.371 -2.707  0.169
H: -0.587 1.959 -2.259  0.192
H: 0.058 0.390 2.220  0.193
H: 0.495 -1.379 2.582  0.210
H: 1.507 -0.281 3.205  0.181
H: 2.276 0.120 0.890  0.367

=====

# 4
CGdNO4S2 as an isolated structure in a non-equilibrium geometry. Source: the Open Molecules 2025 dataset; level of theory: wB97M-V/def2-TZVPD.

Output
2S+1	8
M	311.4	g/mol
HOMO energy (spin up / spin down)	-17.87 / -17.29	eV
charge	+2
E_LUMO (spin up / spin down)	-9.759 / -12.299	eV
orbital gap (spin up / spin down)	8.11 / 4.99	eV

Each line ends with the Mulliken spin population.
CARTESIAN COORDINATES (ANGSTROEM)
Gd: -0.267 -1.362 0.765  6.598
N: 2.082 1.333 -0.011  -0.065
S: 2.452 -0.006 -0.745  0.138
O: 1.486 -1.180 -0.413  0.077
S: 0.967 1.813 0.990  0.138
O: -0.136 0.729 1.227  0.093
O: -2.252 -0.899 -0.585  0.009
C: -2.980 -0.087 -1.019  0.012
O: -3.738 0.594 -1.548  0.001